--- A ---
Computed, not measured: a molecular structure, C13H7AlN4O6S3SbSe, with wB97M-V/def2-TZVPD.

Each line ends with the Mulliken spin population.
Atoms and positions in Å:
Sb (-3.751, -4.206, 2.386)  0.049
Se (0.659, -3.692, -0.196)  0.000
S (-2.980, -1.841, 2.761)  0.083
S (-6.120, -4.434, 2.572)  0.792
S (-2.896, -4.290, 0.033)  0.064
Al (-2.151, -2.182, 0.573)  0.007
O (1.490, -0.095, -3.613)  0.000
O (-2.578, -0.824, -0.535)  0.008
O (-3.456, 1.171, 0.019)  0.001
O (-1.288, 5.173, -0.593)  0.000
O (2.870, 1.075, -2.312)  0.000
O (0.786, 5.229, -1.467)  0.000
N (1.758, 0.876, -2.849)  0.000
N (-0.169, -2.247, 0.591)  -0.001
N (1.881, -3.856, 1.148)  -0.002
N (-0.290, 4.688, -1.157)  0.000
C (0.674, 1.361, -2.101)  0.000
C (0.899, -1.695, 1.279)  -0.001
C (-1.537, 1.242, -1.291)  0.001
C (-1.629, 2.630, -1.330)  0.000
C (-2.633, 0.496, -0.513)  -0.001
C (-0.424, 0.587, -1.771)  -0.001
C (0.747, 2.748, -2.007)  0.000
C (0.961, -0.329, 1.485)  0.000
C (3.107, -2.077, 2.084)  -0.001
C (3.247, -0.713, 2.161)  0.000
C (-0.416, 3.310, -1.530)  0.000
C (2.162, 0.162, 1.925)  0.000
C (1.901, -2.694, 1.759)  0.000
H (3.933, -2.796, 2.242)  0.000
H (1.601, 3.317, -2.384)  0.000
H (2.207, 1.198, 2.237)  0.000
H (-0.391, -0.470, -2.040)  0.000
H (0.118, 0.274, 1.183)  0.000
H (-2.524, 3.163, -1.078)  0.000
H (4.232, -0.259, 2.330)  0.000

Its HOMO-LUMO gap (alpha / beta) is 5.40 / 5.53 eV. As for the expectation value of S²: 0.762. The spin multiplicity is 2. As for the LUMO energy (alpha / beta): -0.116 / -0.116 Eh. Its charge is 0.


--- B ---
Computed, not measured: a molecular structure, C13H7AlN4O6S3SbSe, with wB97M-V/def2-TZVPD.

Each line ends with the Mulliken spin population.
Atoms and positions in Å:
Sb (11.022, 13.790, 7.089)  0.006
Se (9.110, 9.562, 4.723)  0.019
S (8.735, 13.491, 6.923)  0.836
S (11.808, 13.791, 4.718)  0.048
S (11.595, 11.367, 7.328)  0.093
Al (11.558, 11.495, 4.984)  -0.027
O (14.818, 10.782, 4.972)  -0.001
O (12.641, 10.376, 4.277)  0.012
O (16.497, 4.587, 5.312)  0.000
O (17.537, 6.578, 5.183)  0.000
O (11.723, 4.726, 6.257)  0.000
O (10.615, 6.427, 5.313)  0.000
N (9.731, 11.231, 4.305)  0.023
N (7.470, 10.185, 4.984)  0.006
N (16.503, 5.854, 5.210)  0.000
N (11.668, 5.775, 5.607)  0.000
C (15.219, 7.943, 5.098)  0.001
C (13.976, 8.563, 4.899)  -0.003
C (6.310, 13.577, 4.255)  -0.006
C (8.682, 12.052, 4.140)  0.012
C (14.076, 5.792, 5.479)  0.000
C (7.488, 14.103, 3.720)  0.000
C (7.387, 11.436, 4.524)  -0.019
C (15.206, 6.535, 5.289)  0.000
C (12.864, 6.456, 5.285)  0.000
C (8.705, 13.406, 3.648)  0.005
C (13.863, 10.050, 4.696)  -0.002
C (12.758, 7.821, 4.930)  0.005
C (6.181, 12.245, 4.531)  -0.001
H (7.507, 15.134, 3.403)  0.000
H (5.261, 11.744, 4.874)  0.000
H (5.496, 14.292, 4.474)  0.000
H (9.660, 13.830, 3.290)  -0.004
H (16.129, 8.564, 5.211)  0.000
H (11.780, 8.233, 4.724)  -0.001
H (14.020, 4.732, 5.684)  0.000

Its HOMO-LUMO gap (alpha / beta) is 6.47 / 5.77 eV. As for the expectation value of S²: 0.758. The spin multiplicity is 2. As for the LUMO energy (alpha / beta): -0.091 / -0.111 Eh. Its charge is 0.


Energies, relative to the best one, in eV: A 2.333; B 0.000.


--- A ---
Computed, not measured: 2 unconnected molecules or ions with the total composition CCl3F2P, with wB97M-V/def2-TZVPD.

Each line ends with the Mulliken charge.
Atoms and positions in Å:
Cl (0.247, 1.273, 1.795)  -0.117
Cl (1.599, -1.242, 1.166)  -0.128
Cl (-1.212, -1.041, 0.948)  -0.097
P (0.430, 0.532, -1.529)  0.629
F (-0.900, 1.413, -1.298)  -0.206
F (-0.433, -0.754, -1.952)  -0.198
C (0.269, -0.180, 0.870)  0.117

Its HOMO-LUMO gap (alpha / beta) is 8.22 / 8.22 eV. As for the LUMO energy (alpha / beta): -0.030 / -0.030 Eh. Its charge is 0.


--- B ---
Computed, not measured: 2 unconnected molecules or ions with the total composition CCl3F2P, with wB97M-V/def2-TZVPD.

Each line ends with the Mulliken charge.
Atoms and positions in Å:
Cl (-3.468, 1.536, -1.080)  0.014
Cl (-2.105, -0.751, -2.156)  -0.100
Cl (2.887, 0.641, 0.542)  -0.176
P (0.985, 0.208, 0.902)  0.587
F (0.760, -0.537, -0.501)  -0.177
F (1.151, -1.078, 1.848)  -0.227
C (-2.449, 0.340, -0.716)  0.078

Its HOMO-LUMO gap is 8.55 eV. As for the LUMO energy: -0.046 Eh. Its charge is 0.


Energies, relative to the best one, in eV: A 0.000; B 0.535.


--- A ---
Computed, not measured: a molecular structure, C11H11NS, with wB97M-V/def2-TZVPD.

Each line ends with the Mulliken charge.
Atoms and positions in Å:
S (-2.038, -1.133, 0.123)  -0.114
N (2.490, 0.077, -1.379)  -0.605
C (0.947, -0.436, 2.785)  -0.922
C (2.009, 1.156, -1.965)  -0.405
C (-0.340, -0.832, 2.040)  -0.198
C (-0.669, -0.409, 0.705)  0.376
C (0.780, 1.876, -1.822)  0.879
C (1.544, -0.255, -0.297)  -0.895
C (-1.388, -1.795, 2.559)  -0.614
C (-0.235, 1.462, -1.018)  -0.765
C (0.246, 0.349, -0.199)  1.152
C (-2.212, -2.099, 1.553)  -0.322
C (0.873, 2.987, -3.088)  -0.865
H (0.672, 0.480, 3.562)  0.284
H (-1.339, 1.658, -0.754)  0.351
H (2.735, 1.547, -2.689)  0.162
H (0.636, 4.174, -2.817)  0.252
H (2.199, 2.926, -3.383)  0.221
H (-3.007, -3.178, 1.540)  0.212
H (1.788, 0.056, 1.945)  0.281
H (1.376, -1.521, 2.996)  0.292
H (1.723, -1.176, 0.231)  0.522
H (-1.158, -2.216, 3.496)  0.450
H (0.218, 2.810, -3.957)  0.269

Its HOMO-LUMO gap is 8.63 eV. As for the LUMO energy: 0.016 Eh. Its charge is 0.


--- B ---
Computed, not measured: a single C11H11NS molecule, with wB97M-V/def2-TZVPD.

Each line ends with the Mulliken charge.
Atoms and positions in Å:
S (0.241, 2.145, 0.515)  -0.197
N (-1.294, 1.069, -2.853)  -0.503
C (1.457, -0.357, -0.569)  0.092
C (-1.353, 1.390, -0.295)  0.524
C (-2.703, 1.575, 0.463)  -0.806
C (3.970, 0.726, 0.095)  -0.459
C (1.518, 0.903, 0.009)  0.535
C (-1.348, 1.183, -1.700)  0.081
C (2.821, 1.426, 0.328)  -0.532
C (-2.483, -1.157, 0.106)  -1.367
C (3.877, -0.509, -0.559)  -0.605
C (2.630, -1.057, -0.765)  -0.473
C (-1.939, 0.243, 0.507)  0.209
H (-3.305, -1.037, -0.627)  0.327
H (4.661, -1.208, -0.717)  0.354
H (-2.495, 2.252, 1.362)  0.237
H (-2.815, -1.629, 0.990)  0.388
H (2.459, -2.003, -1.225)  0.361
H (4.841, 1.233, 0.373)  0.412
H (-1.537, 0.017, 1.508)  0.279
H (-1.787, -1.615, -0.460)  0.355
H (3.012, 2.428, 0.771)  0.218
H (0.422, -0.669, -0.715)  0.166
H (-3.486, 1.574, -0.204)  0.403

Its HOMO-LUMO gap is 9.24 eV. Its SMILES is C[C@@H]1C[C@@]1(C#N)Sc1ccccc1. As for the LUMO energy: 0.024 Eh. Its charge is 0.


Energies, relative to the best one, in eV: A 3.190; B 0.000.